Entry 1:
Molecular formula: C5H7Cl
Method: DFT, ωB97M-V/def2-TZVPD

Values from the calculation:
SMILES = C=C(C)C(=C)Cl
ΔE to the lowest compared entry with this formula, charge and spin = 3.340 eV
HOMO energy (spin up / spin down) = -8.5 / -8.5 eV
Strongest force on any atom = 0.17347 Eh/bohr

Cartesian coordinates (Å):
C (-0.41105, 1.74108, 0.31387)
C (-0.29765, 0.21310, -0.29281)
C (-1.57459, -0.44672, -0.73163)
C (0.98150, -0.55392, -0.06666)
C (1.81839, -0.76581, 0.98547)
Cl (1.31349, -1.60558, -1.41649)
H (-1.37115, 2.22313, 0.34118)
H (0.54207, 2.29051, 0.41749)
H (-2.31636, 0.01011, -0.16657)
H (-1.37445, -1.45966, -0.22058)
H (-1.66065, -0.25890, -1.84462)
H (2.67301, -1.32325, 0.86975)
H (1.67744, -0.06409, 1.81160)

Entry 2:
Molecular formula: C28H22FN7O6
Method: DFT, ωB97M-V/def2-TZVPD

Values from the calculation:
ΔE to the lowest compared entry with this formula, charge and spin = 1.207 eV
HOMO energy = -8.6 eV
Strongest force on any atom = 0.06869 Eh/bohr

Cartesian coordinates (Å):
O (-0.15498, 7.25135, -4.10691)
N (0.33294, 6.34680, -3.44754)
C (-0.09218, 5.29007, -2.65566)
C (1.05802, 4.62760, -2.16615)
N (2.19734, 5.25551, -2.57911)
O (1.75258, 6.29172, -3.35057)
C (0.93709, 3.34935, -1.49541)
N (2.08728, 2.42629, -1.39325)
O (3.23979, 2.81881, -1.19630)
O (1.81609, 1.18959, -1.58407)
C (-0.36367, 2.86239, -1.24838)
C (-1.46537, 3.49957, -1.83933)
N (-2.65938, 2.88759, -2.22978)
O (-3.13714, 1.77554, -2.03009)
O (-3.28747, 3.77374, -3.13647)
N (-2.52346, 4.91352, -3.33420)
C (-1.38942, 4.69081, -2.59424)
H (-0.60064, 1.90520, -0.80692)
F (1.03217, -2.28418, -1.63774)
C (0.46699, -2.17644, -0.33062)
C (-0.38692, -3.43108, -0.08263)
C (-0.40529, -4.48388, -0.99670)
C (-1.27238, -5.56355, -0.80000)
C (-2.13549, -5.56700, 0.30091)
C (-2.07690, -4.54434, 1.24928)
C (-1.17676, -3.48879, 1.06837)
C (1.64616, -2.05436, 0.64546)
C (1.89850, -2.99141, 1.64282)
C (2.91953, -2.77160, 2.57526)
C (3.76242, -1.66416, 2.44164)
C (3.57293, -0.77417, 1.37777)
C (2.55691, -1.01512, 0.45325)
C (-0.45083, -0.93027, -0.35870)
C (-1.77585, -1.04941, -1.14739)
C (-2.92811, -0.83184, -0.15945)
C (-2.27422, -0.10322, 1.01873)
N (-0.86717, -0.49101, 0.99427)
C (0.00782, 0.29248, 1.77809)
C (0.75935, 1.27478, 1.14542)
C (1.32156, 2.34147, 1.86639)
N (1.35172, 2.24577, 3.16721)
C (0.91815, 1.15476, 3.80743)
C (0.10234, 0.19458, 3.17712)
H (0.25848, -4.46200, -1.86197)
H (-1.26376, -6.37931, -1.52263)
H (-2.85188, -6.37892, 0.42297)
H (-2.71743, -4.54120, 2.13438)
H (-1.07060, -2.69958, 1.81349)
H (1.29370, -3.89850, 1.69037)
H (3.04923, -3.48036, 3.39678)
H (4.57186, -1.50263, 3.15371)
H (4.21519, 0.10085, 1.24531)
H (2.50472, -0.39605, -0.43656)
H (0.13651, -0.15558, -0.87377)
H (-1.80281, -0.17410, -1.82308)
H (-1.86948, -1.94737, -1.77490)
H (-3.71838, -0.21717, -0.61582)
H (-3.37840, -1.77469, 0.18495)
H (-2.38083, 0.98741, 0.87053)
H (-2.71264, -0.36883, 1.98783)
H (0.90155, 1.18541, 0.07270)
H (1.73619, 3.21903, 1.34197)
H (1.19595, 1.02904, 4.86001)
H (-0.41121, -0.58889, 3.73193)

Entry 3:
Molecular formula: C28H55FN3O6PS
Method: DFT, ωB97M-V/def2-TZVPD

Values from the calculation:
HOMO energy = -6.9 eV
Strongest force on any atom = 0.01953 Eh/bohr

Cartesian coordinates (Å):
C (6.02636, -4.51312, 1.28420)
C (4.71254, -3.78478, 1.02723)
C (4.78677, -2.82010, -0.15475)
C (3.58035, -1.86766, -0.25130)
C (3.93057, -0.38256, -0.07113)
C (4.13355, 0.31566, -1.41520)
C (4.72743, 1.74645, -1.41098)
C (5.06815, 2.40257, -0.06732)
C (3.84447, 2.85374, 0.75616)
C (3.83042, 2.34075, 2.19538)
C (2.54021, 2.64002, 2.95647)
C (1.30274, 1.94919, 2.35652)
C (0.36399, 2.94924, 1.67947)
C (-0.98584, 2.37155, 1.26390)
C (-0.86757, 1.33634, 0.16391)
C (-1.00802, 1.68513, -1.30658)
N (-1.23959, 0.33166, -1.91576)
C (-0.43365, -0.04281, -3.06579)
C (-0.41368, 1.03247, -4.12160)
F (0.85529, -0.27706, -2.60792)
C (-1.50233, -0.50333, -0.89933)
N (-1.59863, -1.83182, -0.94988)
O (-1.63763, -2.48473, -2.17061)
C (-2.93977, -2.36933, -2.79086)
C (-4.01202, -3.22946, -2.14563)
O (-4.97746, -3.42173, -3.15461)
C (-6.30151, -3.59623, -2.65727)
C (-6.96520, -2.27398, -2.30645)
P (-1.54417, -2.87004, 0.47928)
S (-3.16490, -3.34452, 1.36877)
N (-1.69605, 0.09161, 0.31207)
C (-3.13455, 0.15265, 0.72114)
C (-3.86800, 1.42149, 0.37315)
O (-4.17949, 1.34032, -1.04038)
C (-4.85705, 2.41171, -1.55476)
O (-4.35519, 3.47047, -1.74850)
H (5.97615, -5.11804, 2.19055)
H (6.27672, -5.17989, 0.45601)
H (6.84969, -3.80521, 1.40032)
H (3.92437, -4.52084, 0.83629)
H (4.40556, -3.24132, 1.92649)
H (5.71400, -2.24172, -0.07894)
H (4.87910, -3.40769, -1.07308)
H (2.83259, -2.15712, 0.49309)
H (3.11077, -1.98982, -1.23321)
H (4.83996, -0.30169, 0.52969)
H (3.12764, 0.10947, 0.48093)
H (3.16758, 0.32683, -1.92567)
H (4.77798, -0.32678, -2.02559)
H (5.62399, 1.75667, -2.03517)
H (4.01434, 2.41048, -1.91123)
H (5.68401, 3.27377, -0.30438)
H (5.69985, 1.75511, 0.54780)
H (3.82095, 3.94696, 0.80586)
H (2.92797, 2.55763, 0.23209)
H (4.67506, 2.79782, 2.72372)
H (4.01821, 1.26233, 2.21026)
H (2.38149, 3.72267, 2.97646)
H (2.66686, 2.32056, 3.99172)
H (0.71678, 1.45732, 3.13432)
H (1.65393, 1.19496, 1.63685)
H (0.86705, 3.43921, 0.83134)
H (0.14015, 3.72100, 2.41756)
H (-1.64847, 3.19452, 0.97853)
H (-1.44312, 1.86455, 2.12768)
H (0.15280, 0.94230, 0.23857)
H (-1.82921, 2.35450, -1.56539)
H (-0.06524, 2.08764, -1.66773)
H (-0.79525, -0.98147, -3.46766)
H (-1.43437, 1.31283, -4.38241)
H (0.06951, 0.63077, -5.01072)
H (0.14894, 1.90593, -3.80072)
H (-2.77652, -2.70864, -3.81261)
H (-3.23525, -1.31648, -2.82143)
H (-3.58264, -4.18185, -1.81031)
H (-4.44272, -2.73489, -1.27006)
H (-6.84598, -4.11243, -3.44668)
H (-6.28042, -4.26275, -1.78782)
H (-6.66618, -1.91204, -1.32069)
H (-8.04972, -2.38325, -2.29695)
H (-6.68785, -1.51894, -3.04354)
H (-0.58366, -2.16642, 1.20744)
H (-0.85730, -3.88860, -0.18810)
H (-3.66003, -0.66194, 0.22368)
H (-3.18405, -0.03849, 1.79301)
H (-3.29740, 2.32204, 0.57768)
H (-4.79245, 1.45737, 0.95492)
H (-5.87734, 2.15033, -1.87500)
C (-2.62942, 2.23395, 5.76676)
C (-1.54286, 2.22103, 4.68269)
O (-1.38659, 1.15171, 4.02826)
O (-0.90113, 3.27982, 4.51723)
H (-3.13645, 1.27246, 5.83438)
H (-2.17788, 2.47622, 6.72956)
H (-3.35505, 3.01773, 5.54234)

Entry 4:
Molecular formula: C29H57F2N2O20P
Method: DFT, ωB97M-V/def2-TZVPD

Values from the calculation:
SMILES = NCCCPN(C(=O)F)C(=O)F.CCOC(=O)OC.CCOC(=O)OC.CCOC(=O)OC.CCOC(=O)OC.CCOC(=O)OC.CCOC(=O)OC
HOMO energy = -9.5 eV
Strongest force on any atom = 0.02927 Eh/bohr

Cartesian coordinates (Å):
N (1.71042, -2.36249, -2.25622)
C (2.37254, -1.12960, -2.68955)
C (1.69076, 0.19064, -2.31571)
C (0.56097, 0.65105, -3.27371)
P (-1.19320, 0.75945, -2.73967)
N (-1.87219, -0.92264, -2.82743)
C (-1.54706, -1.60669, -3.98884)
O (-1.39780, -1.09080, -5.04946)
F (-1.47102, -2.92673, -3.82967)
C (-1.92549, -1.62445, -1.60034)
O (-1.29589, -2.54207, -1.19813)
F (-2.85664, -1.01608, -0.83519)
H (0.98412, -2.64747, -2.89777)
H (1.27592, -2.19635, -1.35766)
H (3.36716, -1.12087, -2.23788)
H (2.51060, -1.17632, -3.77069)
H (2.47742, 0.94912, -2.36704)
H (1.36406, 0.16850, -1.27376)
H (0.74517, 1.69547, -3.54138)
H (0.63623, 0.09416, -4.20697)
H (-1.01415, 0.73658, -1.34059)
C (-1.91611, -4.26726, -6.56717)
C (-1.94429, -5.56870, -7.33777)
O (-1.24586, -5.45957, -8.58905)
C (0.07810, -5.56160, -8.51186)
O (0.72180, -5.75445, -7.51360)
O (0.57642, -5.42113, -9.74039)
C (2.00309, -5.48119, -9.80931)
H (-2.29513, -3.45130, -7.18329)
H (-2.53287, -4.35007, -5.67455)
H (-0.90105, -4.01633, -6.26701)
H (-2.96345, -5.83744, -7.60870)
H (-1.52396, -6.38673, -6.75415)
H (2.37630, -6.38574, -9.33509)
H (2.44246, -4.60659, -9.33256)
H (2.25116, -5.48747, -10.86619)
C (-3.71261, 5.44149, 2.17715)
C (-2.54802, 4.61698, 2.67643)
O (-2.95796, 3.33296, 3.19113)
C (-3.19716, 2.41269, 2.25910)
O (-3.10365, 2.57606, 1.06818)
O (-3.54861, 1.27938, 2.85793)
C (-3.89737, 0.23389, 1.94251)
H (-4.46633, 5.55345, 2.95434)
H (-3.36660, 6.43088, 1.87940)
H (-4.18323, 4.96970, 1.31598)
H (-2.05496, 5.10579, 3.51398)
H (-1.81124, 4.46711, 1.88858)
H (-3.11688, 0.10595, 1.20174)
H (-4.84183, 0.46403, 1.45205)
H (-3.99936, -0.67273, 2.53056)
C (3.07373, -6.03183, -0.89980)
C (4.24531, -5.08544, -1.03661)
O (4.50988, -4.39376, 0.19698)
C (5.20804, -5.07735, 1.09724)
O (5.65233, -6.18798, 0.96670)
O (5.34561, -4.31223, 2.18269)
C (6.05582, -4.93466, 3.25505)
H (2.20032, -5.49737, -0.52536)
H (2.82883, -6.46695, -1.86834)
H (3.30370, -6.83934, -0.20499)
H (4.01186, -4.30641, -1.75942)
H (5.14232, -5.60642, -1.36868)
H (7.01573, -5.31629, 2.91473)
H (5.46602, -5.74376, 3.68253)
H (6.21287, -4.16636, 4.00639)
C (-3.70389, 4.40479, -1.69989)
C (-2.38998, 4.79334, -2.33627)
O (-2.55856, 5.80943, -3.34030)
C (-2.66605, 7.05012, -2.87516)
O (-2.60679, 7.38751, -1.72060)
O (-2.84286, 7.86879, -3.91220)
C (-3.00428, 9.24478, -3.55906)
H (-4.42334, 4.10704, -2.46408)
H (-3.55342, 3.57617, -1.01074)
H (-4.12824, 5.24250, -1.14656)
H (-1.95179, 3.94631, -2.86165)
H (-1.67362, 5.13666, -1.59032)
H (-2.18473, 9.58186, -2.92886)
H (-3.95160, 9.39511, -3.04413)
H (-3.00286, 9.79545, -4.49462)
C (-6.13081, 3.17305, 4.13908)
C (-6.41181, 4.39898, 4.97862)
O (-7.80458, 4.75356, 4.95775)
C (-8.58373, 4.05050, 5.77577)
O (-8.22743, 3.18440, 6.53079)
O (-9.83703, 4.47864, 5.62228)
C (-10.79851, 3.78958, 6.42554)
H (-6.51607, 3.30538, 3.12518)
H (-5.06641, 2.96734, 4.07691)
H (-6.62487, 2.30162, 4.56858)
H (-5.89969, 5.27373, 4.58539)
H (-6.08370, 4.25677, 6.00750)
H (-10.50577, 3.79792, 7.47271)
H (-10.91231, 2.76262, 6.08267)
H (-11.73374, 4.32587, 6.29789)
C (8.61531, 0.12742, 7.15281)
C (9.61712, -0.86053, 7.70875)
O (9.51401, -2.13943, 7.06225)
C (10.12308, -2.23053, 5.88200)
O (10.75449, -1.36352, 5.33771)
O (9.91853, -3.45840, 5.40559)
C (10.49311, -3.69595, 4.11771)
H (7.60675, -0.28346, 7.20706)
H (8.64662, 1.05525, 7.72360)
H (8.83334, 0.35613, 6.11043)
H (9.41881, -1.06212, 8.75945)
H (10.63645, -0.48745, 7.62104)
H (11.55015, -3.44171, 4.11172)
H (9.96783, -3.11791, 3.35902)
H (10.36778, -4.75591, 3.91876)

Entry 5:
Molecular formula: C4H5NO
Method: DFT, ωB97M-V/def2-TZVPD

Values from the calculation:
ΔE to the lowest compared entry with this formula, charge and spin = 5.588 eV
HOMO energy = -8.3 eV
Strongest force on any atom = 0.01132 Eh/bohr

Cartesian coordinates (Å):
N (-1.27114, 0.18480, -0.31599)
C (-2.43824, -0.39903, -0.16759)
C (0.04531, -0.37131, -0.09356)
C (1.27814, 0.35128, -0.53018)
O (1.03807, 1.54518, 0.23698)
C (1.00465, 0.25552, 0.86692)
H (-1.24916, 1.16973, -0.56301)
H (-2.20308, -1.44691, 0.13733)
H (0.05718, -1.45813, -0.16214)
H (2.15208, 0.18757, -1.14228)
H (1.58618, -0.01871, 1.73352)

Entry 6:
Molecular formula: C11H22N3O2
Method: DFT, ωB97M-V/def2-TZVPD

Values from the calculation:
Net charge = -1
HOMO energy = -1.5 eV
Strongest force on any atom = 0.01839 Eh/bohr

Cartesian coordinates (Å):
N (-2.73848, 0.00246, 1.80711)
C (-1.53375, 0.69999, 1.31917)
C (-0.47359, -0.24047, 0.74927)
C (-0.11021, -1.42479, 1.65205)
C (1.20203, -2.13258, 1.21657)
N (2.39022, -1.69337, 1.87309)
C (3.19420, -0.79795, 1.11497)
C (3.26477, 0.66753, 1.61102)
O (3.18210, 0.74612, 3.04787)
C (4.30694, 0.77660, 3.73187)
O (5.30313, 1.40310, 3.46624)
H (-2.59875, -0.99587, 1.83139)
H (-3.02587, 0.33423, 2.71415)
H (-1.84364, 1.40017, 0.53543)
H (-1.07287, 1.27180, 2.13198)
H (0.44024, 0.35430, 0.64048)
H (-0.72220, -0.57034, -0.26271)
H (-0.04492, -1.08170, 2.68826)
H (-0.93329, -2.15993, 1.59791)
H (1.25894, -2.04798, 0.10665)
H (1.04633, -3.20821, 1.43437)
H (2.87711, -0.73403, 0.05166)
H (4.24975, -1.15562, 1.10260)
H (2.43213, 1.25077, 1.20946)
H (4.18995, 1.14038, 1.26625)
H (4.24767, 0.16510, 4.64281)
C (-3.08331, -0.54748, -3.52132)
C (-3.09644, 0.94289, -3.83964)
C (-1.68886, 1.51947, -4.02388)
C (-0.90292, 1.42907, -2.79519)
N (-0.28529, 1.31648, -1.83442)
H (-2.56976, -0.74526, -2.57954)
H (-4.10026, -0.92939, -3.43094)
H (-2.57985, -1.11191, -4.30900)
H (-3.61060, 1.48338, -3.04310)
H (-3.66055, 1.11766, -4.75877)
H (-1.74697, 2.56706, -4.32442)
H (-1.16312, 0.98834, -4.81971)

Q: The highest strongest force on any atom belongs to which entry?
A: C5H7Cl

Q: The highest strongest force on any atom belongs to which entry?
A: C5H7Cl

Q: The highest strongest force on any atom belongs to which entry?
A: C5H7Cl

Q: Among the records above, which one has the lowest strongest force on any atom?
A: C4H5NO